[1]
Molecular formula: C46H40BiBrF3N3OSSi2
Method: DFT, ωB97M-V/def2-TZVPD

Geometry as XYZ:
```
98
Properties=species:S:1:pos:R:3:forces:R:3
H -1.7181 -6.4261 -2.0324 -0.003 0.002 0.000
C 6.0164 2.9368 -0.8569 0.004 -0.004 -0.008
C 2.4351 4.1553 3.0927 0.010 -0.008 0.015
C -0.6012 -4.1789 3.5076 0.007 -0.021 -0.002
H 1.1694 -4.1244 -1.5751 0.017 0.002 0.000
C -1.6360 -3.0263 -1.5901 -0.013 -0.012 -0.015
H 1.2564 3.5747 -2.8394 0.002 -0.002 0.001
C 0.7627 -3.8602 1.5410 -0.054 0.071 0.089
H 7.0610 3.4778 -2.6571 -0.002 -0.001 0.000
H -3.0889 3.5657 -1.2440 0.002 0.000 0.001
C 2.2242 1.7057 -5.4928 0.005 0.027 0.006
C 1.2057 -0.9651 4.3141 0.015 -0.018 -0.017
O -0.0143 1.4888 -2.0609 -0.042 -0.003 0.052
H -2.3855 1.2708 -0.5659 -0.004 0.010 -0.001
C -0.4648 -3.6735 -3.5965 0.021 0.009 -0.003
H -1.7884 -1.0500 4.6419 -0.005 0.008 -0.001
C 4.4315 1.3513 -2.4698 -0.004 -0.004 -0.015
H 2.6188 3.7442 -4.8847 0.003 -0.001 0.000
Bi 0.3431 -0.4155 0.4781 -0.159 -0.052 -0.296
H 4.8053 2.2473 0.7680 0.006 0.004 -0.002
H -0.4766 -5.7721 -4.0685 0.005 0.003 0.000
N -2.0903 -2.0414 -0.7712 0.017 -0.024 0.024
S -0.9159 2.3384 3.7552 0.003 0.028 -0.006
H 1.3642 5.1763 1.5410 0.004 0.000 -0.003
C 2.9871 2.9476 3.4964 -0.014 0.027 0.010
H 1.2033 -5.6631 0.4521 -0.005 -0.001 0.004
C -2.7264 3.3712 -0.2445 -0.005 0.018 -0.010
F -2.4742 6.3817 2.4292 0.006 0.001 0.002
H 3.3504 0.8929 2.9831 -0.011 0.013 -0.008
H 0.9297 -1.4874 5.2360 0.001 0.003 -0.002
C -1.9640 5.2150 2.9388 -0.012 -0.009 0.004
C 3.0386 0.5864 -0.5900 0.051 0.023 0.038
H 3.9113 -3.4528 1.3735 -0.006 -0.004 -0.013
C 0.6524 1.5165 -3.1059 0.058 -0.003 -0.032
H 3.4264 2.8559 4.4833 0.002 -0.004 -0.003
Br 3.2948 1.8453 -7.0731 -0.001 -0.001 0.007
C 2.1019 2.8236 -4.6408 0.005 -0.044 -0.014
C 4.1663 1.3976 -1.0983 -0.011 -0.034 0.001
H 2.7821 -0.2388 -1.2560 -0.004 0.008 -0.002
H -0.0345 -7.1470 1.9765 0.001 0.003 0.001
C 0.7053 -5.2388 1.3191 -0.015 0.005 -0.010
N -1.8500 1.7972 1.3342 0.100 0.065 0.088
H 1.1565 0.1117 4.4892 0.000 0.001 -0.010
H 6.6358 3.5554 -0.2176 -0.004 -0.001 0.003
H 5.6213 2.0557 -4.1018 -0.003 -0.001 0.003
Si 1.7394 -2.6949 0.4034 0.062 0.006 0.141
C -2.6084 -4.7037 -0.1370 0.016 -0.006 0.000
C 2.9427 1.8445 2.6585 0.025 -0.030 -0.013
C -2.7405 -2.3699 0.3128 0.005 0.034 -0.028
H 3.7966 0.7440 -3.1070 -0.003 0.008 0.003
C -2.5954 4.3759 0.6990 -0.026 0.015 -0.011
C -2.3355 2.0973 0.1397 0.066 -0.046 0.018
C 0.8092 0.3912 -4.0221 0.006 0.012 -0.008
C -2.0763 4.0948 1.9504 0.036 -0.018 0.020
C 0.0864 -3.3121 2.6523 0.054 -0.018 -0.091
H 2.4281 5.0036 3.7657 0.000 0.005 -0.006
H -2.1338 -0.1781 3.1540 -0.007 0.011 0.027
H 4.0974 -1.8941 0.5371 0.001 -0.002 0.016
H -2.8915 5.3888 0.4598 0.003 0.000 -0.002
C 5.4582 2.0937 -3.0309 0.001 0.002 -0.002
C -1.9176 -4.3892 -1.3323 0.008 0.011 -0.003
H 0.3638 -1.5579 -4.7050 -0.007 0.006 0.004
H 2.2297 -1.2422 4.0547 0.004 0.021 0.017
C 6.2576 2.8929 -2.2243 0.000 -0.003 0.000
C 1.5858 0.5376 -5.1914 -0.006 -0.022 0.002
C 1.8370 4.2507 1.8448 -0.002 -0.014 -0.021
H 1.3078 3.2065 0.0345 -0.003 0.008 -0.004
H 1.6821 -0.3141 -5.8575 0.000 0.000 -0.003
C 4.9837 2.1991 -0.2971 -0.013 0.015 -0.003
C -1.6557 2.7662 2.2721 -0.079 -0.012 0.004
C 2.2762 0.7792 0.4891 -0.012 0.026 -0.007
H -1.1354 -3.7726 4.3621 0.002 -0.004 -0.003
H -2.7882 -5.7445 0.1084 -0.001 -0.005 -0.003
C 0.2163 -0.9035 -3.8310 -0.020 0.006 -0.020
C -0.6442 -5.5481 3.2791 0.004 0.008 -0.012
C -1.7638 -1.1239 3.5513 0.003 -0.017 -0.038
H -2.4210 -1.9423 3.2425 0.013 0.009 -0.003
N -0.4173 -1.3274 -2.7963 0.038 -0.026 0.018
C 0.0070 -6.0808 2.1738 -0.003 0.002 0.012
F -2.6529 5.0118 4.0793 -0.005 -0.002 -0.009
C -0.8064 -5.0177 -3.3630 -0.004 -0.004 0.015
C 3.4468 -2.4777 1.1926 0.010 0.010 -0.001
F -0.7020 5.5219 3.2951 -0.002 0.011 0.013
C 2.0674 -3.6280 -1.2054 -0.012 0.005 -0.027
C -1.4958 -5.3861 -2.2430 0.013 0.004 -0.010
H -1.1945 -6.1964 3.9530 0.001 0.002 0.000
H 2.4181 -2.9493 -1.9874 -0.010 0.000 0.005
H -3.5047 -3.9101 1.6340 -0.009 0.006 -0.003
H 0.1568 -3.4533 -4.4538 0.004 -0.005 0.012
C -3.0080 -3.7041 0.6949 0.020 -0.003 0.012
H 3.3752 -1.9446 2.1426 0.000 -0.008 -0.003
C 2.3653 1.9403 1.3941 0.022 -0.046 0.019
H -3.0664 -1.5453 0.9425 0.004 -0.013 -0.005
Si 0.0002 -1.4133 2.9386 -0.017 -0.067 0.077
H 2.8401 -4.3886 -1.0482 0.000 0.008 0.010
C 1.8012 3.1533 0.9993 -0.031 0.013 0.010
C 1.3505 2.7299 -3.5116 -0.024 0.006 0.028
C -0.8288 -2.6603 -2.7295 -0.090 0.021 -0.023
```
Positions in Å, forces in eV/Å.

Summary:
- Relative energy (zero: lowest compared OMol25 entry of this formula, charge and spin): 18.5 kJ/mol
- E_HOMO: -1.785 eV
- HOMO-LUMO gap: 5.631 eV
- Molecular weight: 1084.96 g mol⁻¹
- LUMO energy: 0.14136 hartree
- Charge: -2

[2]
Molecular formula: C10H9F6N5O4S3Ti
Method: DFT, ωB97M-V/def2-TZVPD

Geometry as XYZ:
```
38
Properties=species:S:1:pos:R:3:forces:R:3
H 2.4667 2.1107 -1.1591 0.013 -0.016 -0.016
O 0.5715 -1.0086 -1.3325 -0.373 0.288 0.089
C -3.7406 0.5555 -4.0247 -0.158 -0.048 -0.098
H 5.5921 0.5514 1.3414 0.003 0.013 -0.001
F -1.4665 -3.6514 -1.9623 -0.007 0.042 0.045
H 1.8703 -0.3647 4.2622 0.007 0.007 -0.009
H -3.8466 1.6066 2.2457 -0.018 -0.010 -0.005
H 1.8711 -1.9507 3.4857 0.000 0.001 0.001
F -2.8242 -2.0069 -2.2685 0.054 -0.038 0.029
H -3.6347 0.0145 2.8905 0.031 0.004 0.045
C 4.5491 0.6568 1.0746 -0.038 -0.041 0.037
O -0.0568 1.7458 -1.8480 -0.332 -0.495 0.442
Ti -0.1812 0.5867 -0.1777 -0.384 1.015 -0.747
F -3.9168 -0.6295 -4.5693 -0.015 0.060 0.013
N -0.0267 -0.1021 1.7557 0.165 0.516 0.239
C 2.8241 1.5309 -0.3168 0.097 -0.010 -0.019
S -1.4145 2.2726 1.2296 0.116 -0.231 0.055
N -3.2336 0.8765 2.5596 -0.035 -0.091 -0.093
O -1.9708 0.4204 -1.2498 0.370 0.249 -0.013
C -1.9823 0.8535 2.0635 0.080 0.057 0.392
C -1.6541 -2.3526 -1.7461 -0.044 0.053 -0.029
S -0.2189 -1.4044 -2.5438 -0.067 -0.471 0.189
H 3.8344 -0.5931 2.6801 0.008 -0.004 -0.008
N -1.2470 -0.2116 2.3633 0.053 -0.335 -0.004
S -1.3386 1.0942 -2.4851 0.481 -0.305 -0.351
C 1.3097 -1.0208 3.5942 -0.030 0.008 0.025
H 0.3407 -1.2377 4.0358 0.005 -0.007 0.000
C 3.5713 0.0121 1.8244 0.050 -0.054 -0.038
C 1.1119 -0.3778 2.2671 0.072 -0.015 -0.040
C 4.1748 1.4301 -0.0070 -0.067 0.049 -0.028
N -0.7560 -0.1896 -3.3440 -0.109 -0.034 -0.019
H 4.9037 1.9530 -0.6086 0.005 -0.011 -0.003
O 0.3967 -2.4205 -3.3286 0.192 0.327 -0.293
F -4.7220 0.8501 -3.1905 0.042 -0.011 -0.055
F -1.6879 -2.1659 -0.4183 -0.030 0.012 -0.089
C 2.2483 0.1556 1.4553 -0.130 0.069 0.297
F -3.6081 1.4894 -4.9497 -0.018 -0.049 0.051
N 1.8916 0.9214 0.4016 0.012 -0.492 0.008
```
Positions in Å, forces in eV/Å.

Summary:
- Relative energy (zero: lowest compared OMol25 entry of this formula, charge and spin): 76.1 kJ/mol
- E_HOMO (alpha / beta): -8.218 / -8.716 eV
- HOMO-LUMO gap (alpha / beta): 7.017 / 7.494 eV
- Molecular weight: 521.27 g mol⁻¹
- LUMO energy (alpha / beta): -0.04413 / -0.04488 hartree
- Charge: 0
- Spin multiplicity: 3

[3]
Molecular formula: C2H9N2O
Method: DFT, ωB97M-V/def2-TZVPD

Geometry as XYZ:
```
14
Properties=species:S:1:pos:R:3:forces:R:3
C 1.3270 0.7586 -2.0646 -0.486 0.475 0.973
H -1.4914 -1.1148 -0.0815 -0.134 -0.097 0.288
H 2.1828 0.4208 -1.4484 -0.330 0.248 -0.366
H 0.1827 0.4734 -0.0695 0.336 0.902 -0.777
N -1.2430 -1.4925 1.9753 -0.076 -0.412 -0.413
H 0.6535 0.0823 1.5819 -0.400 -0.177 -0.911
H -1.8766 -2.2785 1.9491 -0.109 0.154 0.299
H 0.7097 -0.1037 -2.3098 0.305 0.032 -0.502
H 1.6591 1.3426 -2.9222 -0.060 -0.359 -0.047
O 0.3984 1.5815 -1.2588 1.635 0.769 0.136
C -0.9202 -0.9278 0.8244 0.773 0.039 0.865
N 0.1188 -0.1479 0.7266 -0.202 -0.369 1.616
H -0.6868 -1.3466 2.8228 -0.380 -0.133 -0.546
H 0.9089 2.3708 -0.9242 -0.873 -1.072 -0.613
```
Positions in Å, forces in eV/Å.

Summary:
- Relative energy (zero: lowest compared OMol25 entry of this formula, charge and spin): 113.2 kJ/mol
- E_HOMO: -14.961 eV
- HOMO-LUMO gap: 11.440 eV
- Molecular weight: 77.11 g mol⁻¹
- LUMO energy: -0.12940 hartree
- Charge: +1

- molecular weight of number 3 (C2H9N2O)?
  77.11 g mol⁻¹